Record 1
ORCA calculation (the ωB97M-V functional and the def2-TZVPD basis) on 6 unconnected molecules or ions with the total composition C18H51O21P3S3.

```
96
C18H51O21P3S3 | the Open Molecules 2025 dataset | the ωB97M-V functional and the def2-TZVPD basis
O -4.129 3.882 -2.205
S -4.172 3.779 -0.789
O -3.285 4.532 0.044
O -5.668 4.195 -0.311
C -6.786 3.748 -1.052
C -7.999 4.583 -0.691
C -4.227 2.009 -0.338
H -7.038 2.699 -0.868
H -6.579 3.904 -2.114
H -8.894 4.448 -1.294
H -7.682 5.622 -0.827
H -8.294 4.459 0.352
H -4.112 2.016 0.745
H -3.379 1.533 -0.828
H -5.169 1.545 -0.606
O -1.907 -0.947 -1.145
S -1.273 -1.750 -0.144
O -0.427 -2.843 -0.544
O -0.394 -0.674 0.710
C 0.572 -1.196 1.645
C 1.962 -0.867 1.151
C -2.396 -2.198 1.180
H 0.430 -2.238 1.945
H 0.267 -0.673 2.562
H 2.546 -0.642 2.050
H 2.056 0.023 0.533
H 2.338 -1.746 0.629
H -2.879 -1.265 1.465
H -1.897 -2.643 2.034
H -3.159 -2.818 0.709
O 8.533 3.928 0.778
S 7.880 3.745 2.051
O 8.064 4.641 3.155
O 6.274 3.722 1.906
C 5.638 2.751 1.074
C 4.929 1.648 1.862
C 8.189 2.038 2.589
H 6.357 2.297 0.385
H 4.920 3.238 0.416
H 4.184 1.179 1.224
H 4.372 2.190 2.632
H 5.619 0.951 2.330
H 8.140 1.356 1.745
H 7.561 1.847 3.452
H 9.229 1.989 2.920
C 0.031 2.826 -3.163
O -0.297 3.344 -1.907
P 0.759 3.975 -0.868
O 2.054 3.258 -0.934
O 0.868 5.534 -1.185
C -0.382 6.189 -1.516
O 0.091 3.821 0.575
C -0.114 2.536 1.096
H -0.339 1.814 -3.360
H 1.106 2.790 -3.340
H -0.450 3.342 -4.001
H -0.824 5.766 -2.416
H -0.109 7.238 -1.593
H -1.161 6.134 -0.752
H 0.464 1.769 0.556
H -1.127 2.185 0.887
H 0.267 2.374 2.102
C 0.205 -1.433 -3.802
O -0.048 -2.533 -4.701
P -1.509 -2.689 -5.384
O -2.259 -1.435 -5.484
O -1.200 -3.284 -6.829
C -0.802 -4.645 -7.000
O -2.223 -3.916 -4.647
C -2.553 -3.722 -3.265
H 1.051 -0.878 -4.221
H 0.644 -1.841 -2.894
H -0.623 -0.737 -3.719
H -1.580 -5.273 -7.428
H -0.511 -5.149 -6.075
H 0.096 -4.609 -7.613
H -3.625 -3.532 -3.217
H -1.877 -3.010 -2.793
H -2.334 -4.678 -2.779
C 0.973 -2.501 5.341
O 0.103 -3.316 4.509
P 0.271 -4.872 4.671
O 0.015 -5.451 5.982
O -0.828 -5.359 3.596
C -1.151 -6.736 3.498
O 1.675 -5.255 4.036
C 2.122 -4.580 2.861
H 1.679 -2.012 4.673
H 1.576 -3.056 6.060
H 0.307 -1.827 5.869
H -1.062 -7.025 2.451
H -2.111 -6.939 3.962
H -0.438 -7.428 3.959
H 2.981 -5.144 2.504
H 2.536 -3.589 3.072
H 1.346 -4.441 2.109
```

For the HOMO energy, the calculation gives -10.448 eV. As for the SMILES: CCOS(C)(=O)=O.CCOS(C)(=O)=O.CCOS(C)(=O)=O.COP(=O)(OC)OC.COP(=O)(OC)OC.COP(=O)(OC)OC. As for the charge: 0. The value obtained for the energy relative to the best compared isomer or geometry (same formula, charge and spin) is 0.0 kcal per mole.

=====

Record 2
ORCA calculation (the ωB97M-V functional and the def2-TZVPD basis) on a gas-phase ion, C2H2O5S (charge -2).

```
10
C2H2O5S | the Open Molecules 2025 dataset | the ωB97M-V functional and the def2-TZVPD basis
C -1.436 -0.771 -0.174
C -0.507 0.430 0.168
O -2.039 -0.698 -1.259
O 1.763 -0.757 -1.095
O -1.765 -1.514 0.761
O 1.945 1.565 -0.166
O 1.868 -0.346 1.203
S 1.393 0.164 -0.008
H -0.468 1.064 -0.601
H -0.755 0.863 1.170
```

For the HOMO energy, the calculation gives -0.691 eV. As for the SMILES: O=C([O-])CS(=O)(=O)[O-]. As for the charge: -2. The value obtained for the energy relative to the best compared isomer or geometry (same formula, charge and spin) is 0.0 kcal per mole.

=====

Record 3
ORCA calculation (the ωB97M-V functional and the def2-TZVPD basis) on C9H19N3O2S in the gas phase.

```
34
C9H19N3O2S | the Open Molecules 2025 dataset | the ωB97M-V functional and the def2-TZVPD basis
C 2.180 1.248 0.317
H 2.543 0.233 0.181
H 2.677 1.680 1.183
H 1.113 1.204 0.529
C 2.458 2.089 -0.926
C 1.936 3.513 -0.741
H 2.481 4.008 0.060
H 0.883 3.508 -0.468
H 2.063 4.096 -1.651
H 3.541 2.133 -1.086
C 1.861 1.430 -2.182
N 0.430 1.277 -2.103
C -0.182 0.128 -1.780
S 0.581 -1.332 -1.680
N -1.557 0.194 -1.650
N -2.178 -0.758 -0.837
C -2.123 -0.569 0.519
O -1.717 0.476 0.979
C -2.674 -1.708 1.336
H -3.062 -2.506 0.705
H -3.483 -1.327 1.962
C -1.592 -2.264 2.274
C -0.531 -3.041 1.500
H -0.982 -3.901 1.010
H 0.247 -3.396 2.175
H -0.065 -2.411 0.747
H -1.121 -1.414 2.794
O -2.259 -3.088 3.211
H -1.599 -3.532 3.754
H -2.208 -1.687 -1.235
H -1.938 1.119 -1.466
H -0.106 2.132 -2.057
H 2.285 0.432 -2.311
H 2.097 2.033 -3.065
```

For the HOMO energy, the calculation gives -8.460 eV. As for the SMILES: CC(C)CNC(=S)NNC(=O)C[C@H](C)O. As for the charge: 0. The value obtained for the energy relative to the best compared isomer or geometry (same formula, charge and spin) is 0.0 kcal per mole.

=====

- Among the records above, which one has the highest HOMO energy?
  C2H2O5S

=====

- Look up the charge of the second one.
  -2